w:
{
  "formula": "C6H11ClO",
  "method": "ωB97M-V/def2-TZVPD",
  "elements": ["C", "C", "C", "C", "O", "C", "C", "Cl", "H", "H", "H", "H", "H", "H", "H", "H", "H", "H", "H"],
  "coordinates": [[-0.99, -2.16, 1.26], [-0.56, -0.72, 1.64], [0.09, 0.00, 0.47], [1.63, 0.00, 0.34], [2.10, -0.86, 1.38], [-0.60, 0.49, -0.61], [-2.07, 0.41, -0.89], [0.17, 1.53, -1.81], [-0.09, -2.69, 0.95], [-1.68, -2.20, 0.40], [-1.37, -2.77, 2.07], [0.24, -0.62, 2.34], [-1.38, -0.19, 2.11], [1.86, 1.08, 0.52], [2.01, -0.29, -0.61], [2.97, -0.67, 1.60], [-2.52, -0.36, -0.24], [-2.57, 1.34, -0.67], [-2.22, 0.17, -1.90]],
  "mulliken_charge": [-0.998, -0.956, 0.101, -0.670, -0.496, 0.869, -1.306, -0.235, 0.307, 0.282, 0.354, 0.374, 0.376, 0.348, 0.378, 0.282, 0.293, 0.315, 0.382],
  "charge": 0,
  "lumo_ha": 0.02825
}

=====

x:
{
  "formula": "C6H11ClO",
  "method": "ωB97M-V/def2-TZVPD",
  "elements": ["C", "C", "C", "C", "C", "Cl", "C", "O", "H", "H", "H", "H", "H", "H", "H", "H", "H", "H", "H"],
  "coordinates": [[1.22, 1.17, -0.50], [-0.13, 0.48, -0.71], [-0.04, -0.55, -1.97], [-0.58, -0.19, 0.54], [0.20, -1.33, 1.07], [1.63, -0.77, 1.97], [-1.19, 0.62, 1.58], [-2.00, -0.22, 0.76], [1.96, 0.38, -0.40], [1.23, 1.61, 0.53], [1.44, 1.93, -1.31], [-0.96, 1.21, -0.84], [-0.73, -1.33, -1.85], [-0.33, -0.08, -2.94], [0.97, -1.03, -2.09], [0.50, -2.05, 0.34], [-0.55, -1.77, 1.69], [-1.13, 0.26, 2.63], [-1.49, 1.64, 1.49]],
  "mulliken_charge": [-1.466, 0.514, -1.399, 0.655, -0.799, -0.167, -0.815, -0.548, 0.383, 0.362, 0.346, 0.422, 0.447, 0.344, 0.316, 0.354, 0.467, 0.265, 0.320],
  "charge": 0,
  "lumo_ha": 0.03250
}

=====

Stability summary: most stable w, least stable x.

=====

w:
{
  "formula": "C3H3N2O",
  "method": "ωB97M-V/def2-TZVPD",
  "elements": ["C", "C", "C", "N", "N", "O", "H", "H", "H"],
  "coordinates": [[-1.91, -0.40, -0.25], [-0.01, -0.32, -0.16], [1.34, 0.01, 0.01], [-0.86, -1.11, -0.59], [-2.40, 0.52, 0.33], [-1.22, 1.09, 0.59], [1.43, 0.27, 1.15], [1.70, 0.89, -0.72], [1.92, -0.94, -0.37]],
  "mulliken_charge": [0.532, 0.625, -0.679, -0.246, -0.064, -0.215, 0.334, 0.353, 0.359],
  "charge": 1,
  "lumo_ha": -0.27070
}

=====

x:
{
  "formula": "C3H3N2O",
  "method": "ωB97M-V/def2-TZVPD",
  "elements": ["C", "C", "N", "C", "N", "O", "H", "H", "H"],
  "coordinates": [[-0.07, -0.14, 0.16], [1.33, -0.22, -0.14], [2.40, -0.24, -0.61], [3.69, -0.14, -0.22], [4.90, -0.12, -0.37], [4.10, 0.38, 0.91], [-0.44, -0.82, 0.92], [-0.59, -0.55, -0.70], [-0.12, 1.03, 0.53]],
  "mulliken_charge": [-0.764, 0.582, -0.024, 0.711, -0.239, -0.290, 0.363, 0.328, 0.333],
  "charge": 1,
  "lumo_ha": [-0.24663, -0.24662]
}

=====

Stability summary: most stable x, least stable w.

=====

w:
{
  "formula": "C43H36BaN7O3S",
  "method": "ωB97M-V/def2-TZVPD",
  "elements": ["Ba", "C", "O", "C", "N", "C", "C", "C", "C", "C", "C", "C", "C", "C", "C", "C", "C", "N", "C", "N", "C", "C", "O", "C", "C", "C", "C", "C", "C", "H", "H", "H", "H", "H", "H", "H", "H", "H", "H", "H", "H", "H", "H", "H", "H", "H", "H", "H", "N", "C", "S", "N", "N", "C", "C", "C", "C", "C", "C", "C", "O", "H", "H", "H", "H", "H", "H", "H", "N", "C", "C", "C", "C", "C", "C", "C", "C", "C", "C", "C", "C", "H", "H", "H", "H", "H", "H", "H", "H", "H", "H"],
  "coordinates": [[-0.34, 0.07, -1.07], [2.38, 0.31, 3.44], [0.98, 0.16, 3.16], [0.65, 1.25, 2.43], [1.56, 2.07, 2.10], [2.82, 1.49, 2.55], [3.77, 2.47, 3.19], [3.47, 3.82, 3.29], [4.39, 4.69, 3.87], [5.60, 4.22, 4.34], [5.91, 2.87, 4.23], [5.00, 2.00, 3.66], [-0.74, 1.35, 1.92], [-1.12, 2.50, 1.24], [-2.37, 2.53, 0.66], [-3.20, 1.41, 0.78], [-2.72, 0.30, 1.46], [-1.51, 0.27, 2.03], [-3.52, -0.94, 1.54], [-3.06, -2.10, 1.72], [-4.21, -3.02, 1.70], [-5.41, -2.10, 1.37], [-4.86, -0.77, 1.36], [-4.05, -4.16, 0.73], [-5.04, -5.15, 0.69], [-4.95, -6.19, -0.22], [-3.87, -6.26, -1.09], [-2.89, -5.28, -1.06], [-2.98, -4.24, -0.15], [2.88, -0.62, 3.20], [2.50, 0.54, 4.51], [3.31, 1.10, 1.65], [2.53, 4.18, 2.90], [4.15, 5.75, 3.94], [6.31, 4.91, 4.79], [6.86, 2.50, 4.59], [5.25, 0.95, 3.55], [-0.41, 3.32, 1.14], [-2.70, 3.38, 0.07], [-4.17, 1.37, 0.30], [-4.31, -3.44, 2.71], [-6.21, -2.14, 2.11], [-5.82, -2.31, 0.38], [-5.88, -5.10, 1.37], [-5.72, -6.95, -0.24], [-3.81, -7.08, -1.81], [-2.06, -5.30, -1.75], [-2.22, -3.46, -0.16], [-0.28, -2.20, -4.60], [-0.92, -2.18, -3.38], [-0.06, -2.92, -2.05], [-2.07, -1.56, -3.38], [-2.84, -1.72, -2.24], [-3.81, -0.89, -2.13], [-4.07, 0.28, -3.00], [-5.21, 0.37, -3.79], [-5.44, 1.49, -4.60], [-4.51, 2.52, -4.58], [-3.38, 2.46, -3.78], [-3.13, 1.34, -2.96], [-2.10, 1.28, -2.16], [0.72, -2.26, -4.55], [-0.67, -1.56, -5.28], [-4.47, -1.07, -1.29], [-5.91, -0.45, -3.80], [-6.31, 1.54, -5.23], [-4.67, 3.39, -5.21], [-2.66, 3.27, -3.77], [2.39, -1.10, 0.27], [3.79, -1.06, 0.18], [4.58, -2.11, 0.65], [5.96, -2.05, 0.56], [6.57, -0.94, -0.01], [5.78, 0.11, -0.47], [4.39, 0.10, -0.37], [3.58, 1.29, -0.83], [4.20, 2.54, -0.66], [3.58, 3.71, -1.09], [2.33, 3.63, -1.69], [1.72, 2.39, -1.80], [2.27, 1.19, -1.34], [2.12, -0.43, -0.47], [2.01, -2.02, 0.15], [4.09, -2.97, 1.08], [6.56, -2.87, 0.93], [7.64, -0.89, -0.11], [6.26, 0.96, -0.94], [5.16, 2.61, -0.17], [4.06, 4.67, -0.94], [1.84, 4.53, -2.05], [0.71, 2.41, -2.24]],
  "mulliken_charge": [1.813, -0.532, -0.468, -0.126, -0.269, 2.972, -0.555, -0.093, -0.759, -0.411, -0.708, -0.358, -0.225, 0.009, -0.781, 0.041, 0.586, -0.113, -0.299, -0.612, 0.372, -0.828, -0.397, 0.030, -0.548, -0.524, -0.537, -0.501, 0.153, 0.371, 0.363, -1.552, 0.457, 0.391, 0.378, 0.383, 0.377, 0.462, 0.387, 0.526, 0.562, 0.306, 0.436, 0.365, 0.362, 0.380, 0.374, 0.309, -0.601, 0.370, -0.438, -0.794, 0.445, -0.746, 0.425, -0.348, -0.699, -0.451, -0.790, -0.061, -0.060, 0.216, 0.252, 0.206, 0.409, 0.366, 0.392, 0.384, 0.115, 0.053, -0.696, -0.463, -0.876, -0.761, 0.456, 0.011, -0.728, -0.851, -0.784, -0.137, 0.406, -0.481, 0.116, 0.420, 0.403, 0.402, 0.507, 0.320, 0.368, 0.389, 0.367],
  "charge": -1,
  "lumo_ha": 0.07592
}

=====

x:
{
  "formula": "C43H36BaN7O3S",
  "method": "ωB97M-V/def2-TZVPD",
  "elements": ["Ba", "C", "O", "C", "N", "C", "C", "C", "C", "C", "C", "C", "C", "C", "C", "C", "C", "N", "C", "N", "C", "C", "O", "C", "C", "C", "C", "C", "C", "H", "H", "H", "H", "H", "H", "H", "H", "H", "H", "H", "H", "H", "H", "H", "H", "H", "H", "H", "N", "C", "S", "N", "N", "C", "C", "C", "C", "C", "C", "C", "O", "H", "H", "H", "H", "H", "H", "H", "N", "C", "C", "C", "C", "C", "C", "C", "C", "C", "C", "C", "C", "H", "H", "H", "H", "H", "H", "H", "H", "H", "H"],
  "coordinates": [[-0.20, 0.35, 0.31], [1.82, 4.17, 1.67], [0.48, 4.05, 2.25], [0.26, 2.73, 2.30], [1.23, 1.94, 2.10], [2.41, 2.75, 1.78], [3.13, 2.28, 0.52], [3.11, 0.96, 0.06], [3.76, 0.61, -1.11], [4.49, 1.56, -1.83], [4.54, 2.86, -1.36], [3.87, 3.22, -0.20], [-1.18, 2.33, 2.55], [-2.13, 3.31, 2.79], [-3.46, 2.93, 2.93], [-3.80, 1.61, 2.79], [-2.79, 0.68, 2.53], [-1.51, 1.03, 2.47], [-3.11, -0.76, 2.27], [-2.29, -1.67, 1.94], [-3.11, -2.90, 1.79], [-4.56, -2.40, 1.90], [-4.42, -1.04, 2.40], [-2.83, -3.72, 0.55], [-3.56, -4.90, 0.38], [-3.36, -5.71, -0.72], [-2.41, -5.35, -1.68], [-1.68, -4.19, -1.52], [-1.90, -3.37, -0.42], [2.35, 4.93, 2.25], [1.69, 4.50, 0.64], [3.10, 2.68, 2.62], [2.57, 0.16, 0.56], [3.68, -0.41, -1.47], [4.99, 1.28, -2.74], [5.10, 3.62, -1.91], [3.91, 4.25, 0.13], [-1.83, 4.35, 2.85], [-4.22, 3.68, 3.10], [-4.83, 1.28, 2.82], [-2.87, -3.55, 2.65], [-5.16, -2.95, 2.62], [-5.06, -2.34, 0.93], [-4.29, -5.20, 1.13], [-3.93, -6.62, -0.84], [-2.24, -5.99, -2.54], [-0.92, -3.90, -2.23], [-1.31, -2.47, -0.34], [-3.48, 0.62, -3.35], [-3.32, 1.16, -2.07], [-3.22, 0.02, -0.78], [-3.22, 2.45, -2.06], [-3.19, 3.06, -0.79], [-2.26, 3.92, -0.68], [-1.18, 4.20, -1.66], [-1.21, 5.25, -2.55], [-0.19, 5.45, -3.48], [0.87, 4.56, -3.50], [0.94, 3.49, -2.60], [-0.08, 3.31, -1.65], [-0.05, 2.33, -0.78], [-3.08, -0.30, -3.44], [-3.19, 1.27, -4.07], [-2.24, 4.47, 0.27], [-2.07, 5.92, -2.54], [-0.23, 6.27, -4.18], [1.68, 4.68, -4.22], [1.78, 2.81, -2.62], [0.76, -1.75, 1.95], [1.95, -2.51, 2.00], [2.52, -2.67, 3.27], [3.69, -3.38, 3.47], [4.32, -3.95, 2.38], [3.77, -3.77, 1.12], [2.60, -3.05, 0.86], [2.19, -2.82, -0.58], [2.80, -3.57, -1.60], [2.53, -3.29, -2.93], [1.66, -2.26, -3.27], [1.04, -1.55, -2.25], [1.26, -1.81, -0.89], [0.05, -2.17, 1.35], [0.35, -1.58, 2.86], [2.01, -2.23, 4.11], [4.09, -3.48, 4.47], [5.23, -4.52, 2.49], [4.30, -4.20, 0.28], [3.49, -4.37, -1.40], [3.02, -3.87, -3.71], [1.46, -2.03, -4.31], [0.34, -0.77, -2.55]],
  "mulliken_charge": [0.760, -0.953, -0.399, -0.152, -0.441, -0.164, -0.685, 1.045, -0.805, -0.664, -0.813, -0.411, 1.472, -0.541, -0.485, -0.649, 1.008, -0.489, -0.938, 0.210, -0.116, -0.624, -0.424, 0.049, -0.622, -0.643, -0.519, -1.092, 0.941, 0.288, 0.470, 0.554, 0.777, 0.388, 0.406, 0.371, 0.396, 0.565, 0.376, 0.480, 0.469, 0.336, 0.406, 0.377, 0.363, 0.408, 0.408, 0.401, -0.566, 0.347, -0.110, -0.792, -0.237, -0.933, 0.418, -0.410, -0.778, -0.493, -0.512, -0.307, 0.589, 0.229, 0.278, 0.450, 0.424, 0.356, 0.409, 0.292, 0.475, 0.975, -0.704, -0.600, -0.892, -1.420, 0.414, 0.130, -0.804, -0.778, -0.745, -0.877, 1.812, -0.337, 0.078, 0.364, 0.378, 0.377, 0.215, 0.298, 0.357, 0.381, 0.153],
  "charge": -1,
  "lumo_ha": 0.07269
}

=====

Stability summary: most stable w, least stable x.